[1]
{"formula": "C6H16O3", "method": "wB97M-V/def2-TZVPD", "de_lowest_kj_mol": 382.1, "fmax_ev_per_a": 1.39, "symbols": ["O", "O", "O", "C", "C", "C", "C", "C", "C", "H", "H", "H", "H", "H", "H", "H", "H", "H", "H", "H", "H", "H", "H", "H", "H"], "coordinates": [[-0.0769, -1.0976, 0.0182], [1.9336, -0.7050, 1.1112], [1.2357, -2.8560, 0.4944], [-1.0089, 1.0693, 2.1602], [-1.8212, 1.2419, -0.9237], [1.1803, -1.4794, 0.0821], [-1.3975, 0.3004, -1.9465], [1.9916, -1.2709, -1.2067], [-0.2473, 1.6172, 0.9961], [-0.7581, 1.1246, -0.0106], [0.7433, 1.1683, 0.8868], [1.5480, -1.8782, -1.9945], [1.9385, -0.2205, -1.4922], [1.5511, -0.9867, 1.9522], [-0.7394, 0.7398, -2.6950], [-0.4781, 1.3626, 3.0731], [-2.0238, 1.4617, 2.2157], [2.1647, -3.1091, 0.5583], [3.0374, -1.5512, -1.0748], [-0.7850, -0.6449, -1.3210], [-0.2938, 2.6909, 0.8385], [-1.0125, -0.0205, 2.0871], [-1.7984, 2.3093, -1.1054], [-2.6309, 0.9172, -0.2795], [-2.2525, -0.1833, -2.4241]], "forces_ev_per_a": [[-0.33, 0.00, -0.38], [-0.18, -0.32, -0.34], [0.07, 0.20, -0.05], [0.14, 0.01, 0.07], [0.03, -0.49, -0.53], [0.29, 0.14, 0.16], [0.80, -0.70, 0.71], [-0.19, -0.05, 0.23], [-0.41, -0.34, -0.72], [0.19, 0.18, 0.34], [-0.10, 0.09, -0.11], [0.00, -0.01, -0.01], [0.06, 0.02, 0.00], [-0.03, -0.04, -0.08], [-0.04, -0.02, 0.06], [-0.10, -0.08, -0.02], [-0.02, -0.03, 0.05], [-0.04, 0.08, 0.00], [-0.02, 0.02, 0.00], [-0.36, 1.34, -0.08], [0.04, 0.03, 0.06], [-0.06, 0.07, 0.05], [0.25, 0.05, 0.16], [0.05, 0.03, 0.15], [-0.03, -0.17, 0.28]], "mulliken_charge": [-0.869, -0.605, -0.573, -1.058, -0.359, 0.945, -0.746, -1.451, -0.239, -0.022, 0.210, 0.333, 0.279, 0.310, 0.285, 0.326, 0.386, 0.313, 0.425, 0.320, 0.474, 0.288, 0.387, 0.285, 0.357]}

=====

[2]
{"formula": "C30H24BrN2ReSbSe4Si", "method": "wB97M-V/def2-TZVPD", "charge": 3, "de_lowest_kj_mol": 0.0, "fmax_ev_per_a": 0.32, "symbols": ["Re", "Sb", "Br", "Se", "Se", "Se", "Se", "Si", "N", "N", "C", "C", "C", "C", "C", "C", "C", "C", "C", "C", "C", "C", "C", "C", "C", "C", "C", "C", "C", "C", "C", "C", "C", "C", "C", "C", "C", "C", "C", "C", "H", "H", "H", "H", "H", "H", "H", "H", "H", "H", "H", "H", "H", "H", "H", "H", "H", "H", "H", "H", "H", "H", "H", "H"], "coordinates": [[4.2863, -4.8296, 0.5859], [7.4956, -2.8382, -1.1302], [3.5199, -2.1831, 7.4798], [7.3497, -0.8144, -0.0828], [6.5280, -4.7166, 0.8317], [8.0470, -4.2251, -2.8604], [3.3390, -3.2504, -0.5884], [-3.2570, 4.6480, -1.5833], [3.5046, -6.7003, 0.1140], [3.2536, -5.3523, 2.3203], [3.1355, -8.5877, -1.2843], [-3.4765, 5.7318, 2.3489], [-2.2883, 6.4302, 2.5311], [2.3334, -9.1658, -0.3184], [-5.9289, 5.4296, -1.5563], [-7.6235, 4.4790, -2.9632], [-6.6988, 3.5988, -3.5144], [3.7071, -7.3467, -1.0377], [2.7209, -7.2699, 1.0679], [-1.3748, 6.5604, 1.4921], [3.3233, -4.6024, 3.5408], [-3.7626, 5.1723, 1.1172], [3.2510, -2.5010, 4.6792], [0.0898, 3.7328, -4.5782], [3.5821, -4.5466, 5.9224], [2.1198, -8.4924, 0.8872], [-1.1633, 4.1229, -5.0232], [-5.3820, 3.6374, -3.0984], [2.6185, -6.4725, 2.2823], [-2.8486, 5.2918, 0.0570], [0.3442, 3.5192, -3.2264], [3.4382, -3.1648, 5.8873], [-7.2416, 5.3943, -1.9898], [3.2053, -3.2193, 3.4999], [-1.9331, 4.1805, -2.7331], [-2.1723, 4.3443, -4.1071], [-0.6609, 3.7462, -2.2970], [3.5257, -5.2697, 4.7444], [-1.6458, 5.9879, 0.2622], [-4.9787, 4.5521, -2.1088], [-5.6359, 6.1522, -0.8048], [4.3371, -6.8505, -1.7629], [1.5021, -8.9182, 1.6663], [-3.1391, 4.6861, -4.4563], [3.3251, -9.0805, -2.2272], [-2.0766, 6.8844, 3.4902], [-8.6520, 4.4529, -3.2984], [-0.4601, 7.1178, 1.6404], [-0.9363, 6.1045, -0.5485], [-7.9675, 6.0799, -1.5750], [-4.6656, 2.9499, -3.5322], [-1.3420, 4.2846, -6.0773], [3.7528, -5.0508, 6.8631], [1.3372, 3.2220, -2.9175], [2.0387, -6.8189, 3.1325], [-4.6957, 4.6400, 0.9767], [1.8762, -10.1313, -0.4898], [-0.4624, 3.6117, -1.2403], [-7.0091, 2.8897, -4.2695], [-4.1813, 5.6375, 3.1636], [3.1437, -1.4256, 4.6681], [3.0579, -2.7101, 2.5569], [0.8897, 3.6041, -5.2957], [3.6815, -6.3416, 4.7673]], "forces_ev_per_a": [[0.03, -0.04, -0.07], [-0.04, -0.04, 0.01], [0.00, -0.01, -0.02], [0.00, 0.02, 0.00], [-0.01, 0.00, -0.01], [0.02, 0.02, 0.00], [0.08, -0.07, 0.08], [0.06, 0.01, 0.06], [0.01, 0.02, 0.01], [-0.01, -0.03, 0.00], [0.00, 0.00, 0.00], [-0.01, 0.00, 0.00], [0.00, 0.00, -0.01], [0.00, 0.01, 0.01], [0.00, -0.01, -0.02], [0.00, 0.01, 0.01], [0.00, -0.01, 0.00], [0.01, -0.01, -0.02], [-0.02, 0.00, 0.01], [0.00, 0.00, -0.01], [0.01, 0.01, -0.02], [-0.02, 0.02, 0.01], [0.00, 0.02, -0.01], [0.13, -0.08, -0.04], [0.00, -0.02, -0.01], [0.00, -0.01, -0.01], [0.08, 0.06, -0.07], [0.01, 0.00, 0.02], [0.01, 0.00, 0.00], [-0.01, -0.01, -0.05], [-0.24, 0.18, 0.04], [0.00, 0.00, 0.03], [0.00, 0.00, 0.00], [0.01, 0.01, 0.00], [0.16, -0.13, 0.10], [-0.06, 0.07, 0.10], [-0.11, 0.16, -0.25], [0.00, 0.00, 0.02], [0.02, 0.00, 0.00], [-0.02, -0.01, -0.03], [0.00, 0.00, 0.00], [0.00, 0.00, 0.00], [0.00, 0.00, 0.00], [-0.01, -0.02, 0.01], [0.00, 0.00, 0.00], [0.00, 0.00, 0.00], [0.00, 0.00, 0.00], [0.00, 0.00, 0.00], [0.00, 0.00, 0.00], [0.00, 0.00, 0.00], [0.00, 0.01, 0.00], [0.00, -0.02, 0.00], [0.00, 0.00, 0.00], [-0.05, -0.04, 0.10], [-0.01, 0.00, 0.00], [0.00, 0.00, 0.00], [0.00, 0.00, 0.00], [-0.02, 0.01, 0.00], [0.00, 0.00, 0.00], [0.00, 0.00, 0.00], [0.00, 0.00, 0.00], [0.00, 0.00, 0.00], [0.00, -0.05, -0.01], [0.00, 0.00, 0.00]], "mulliken_charge": [0.485, 0.977, -0.088, -0.206, -0.219, -0.204, -0.125, 0.020, -0.112, 0.050, -0.766, -0.723, -0.384, -0.237, -0.166, -0.384, -0.726, -0.023, 0.512, -0.724, 0.350, -0.203, -0.573, -0.353, -0.708, -0.784, -0.786, -0.156, -0.044, 0.393, -0.692, -0.011, -0.754, -0.241, 0.374, -0.185, -0.158, -0.138, -0.180, 0.386, 0.468, 0.516, 0.451, 0.458, 0.416, 0.408, 0.409, 0.403, 0.441, 0.407, 0.464, 0.403, 0.450, 0.402, 0.626, 0.482, 0.474, 0.447, 0.406, 0.411, 0.434, 0.183, 0.393, 0.556]}

=====

Short version: Kohn-Sham gap = 7.0; 5.2 eV, in the order given.
Short version: DFT total energy = -12619.7281; -382428.3711 eV, in the order given.